# 1
Entry from the Open Molecules 2025 dataset: a molecular structure, C6H6N3OP3 in a non-equilibrium geometry (ωB97M-V/def2-TZVPD).

The geometry in ORCA input format:
```
! wB97M-V def2-TZVPD RIJCOSX def2/J DEFGRID3
* xyz 0 1
P 1.42 -0.30 1.38
P 0.62 0.92 3.92
P 2.50 2.24 2.02
O 2.43 -1.55 1.15
N 0.72 -0.29 2.83
N 1.50 2.11 3.34
N 2.45 0.94 1.10
C -2.40 0.16 -0.90
C -1.43 0.07 0.07
C -0.84 -0.54 -2.65
C -0.16 -0.26 -0.42
C -2.13 -0.18 -2.22
C 0.18 -0.52 -1.70
H -0.65 -0.63 -3.73
H -1.61 0.41 1.07
H 1.16 -0.67 -2.12
H 2.33 -2.27 0.57
H -3.37 0.49 -0.55
H -2.72 -0.12 -3.17
*
```

The LUMO energy comes out at -0.78 eV. The value obtained for the energy above the lowest of the compared OMol25 structures with the same formula, charge and spin is 40.8 kJ/mol. The value obtained for the gap between HOMO and LUMO is 8.488 eV.



# 2
Entry from the Open Molecules 2025 dataset: a single C6H6N6 molecule in a non-equilibrium geometry (ωB97M-V/def2-TZVPD).

The geometry in ORCA input format:
```
! wB97M-V def2-TZVPD RIJCOSX def2/J DEFGRID3
* xyz 0 1
N 1.80 0.50 0.82
N 1.86 -1.64 -0.81
N -2.52 -1.44 -1.52
N -0.20 -1.24 -1.54
N -1.69 0.25 -0.30
N -0.75 1.66 1.34
C -1.43 -0.75 -1.09
C 0.77 -0.84 -0.78
C 0.39 1.90 2.00
C 1.67 1.31 1.77
C -0.59 0.78 0.37
C 0.66 0.21 0.11
H -2.33 -2.33 -1.97
H -3.46 -1.04 -1.47
H 2.66 -1.19 -0.36
H 2.49 1.55 2.54
H 1.97 -2.09 -1.73
H 0.35 2.68 2.82
*
```

The SMILES is Nc1nc(N)c2nccnc2n1. The LUMO energy comes out at -0.30 eV. The value obtained for the energy above the lowest of the compared OMol25 structures with the same formula, charge and spin is 0.0 kJ/mol. The value obtained for the gap between HOMO and LUMO is 8.308 eV.



# 3
Entry from the Open Molecules 2025 dataset: a molecular structure, C6H6NOS in a non-equilibrium geometry (ωB97M-V/def2-TZVPD).

The geometry in ORCA input format:
```
! wB97M-V def2-TZVPD RIJCOSX def2/J DEFGRID3
* xyz -1 1
S -1.64 1.17 3.30
O -2.68 -1.19 2.77
N -0.14 0.20 0.26
C 0.79 1.00 1.00
C 0.01 -0.17 -1.04
C -1.32 -0.27 0.73
C -1.09 -0.90 -1.41
C -1.93 -0.96 -0.28
C -2.04 -0.21 2.51
H 0.89 0.09 -1.60
H 0.48 2.05 1.01
H 1.78 0.93 0.54
H -2.89 -1.46 -0.22
H -1.27 -1.35 -2.37
H 0.84 0.66 2.04
*
```

The LUMO energy comes out at 3.68 eV. The value obtained for the energy above the lowest of the compared OMol25 structures with the same formula, charge and spin is 0.0 kJ/mol. The value obtained for the gap between HOMO and LUMO is 7.292 eV.



# 4
Entry from the Open Molecules 2025 dataset: a gas-phase ion, C6H6NS (charge +1) in a non-equilibrium geometry (ωB97M-V/def2-TZVPD).

The geometry in ORCA input format:
```
! wB97M-V def2-TZVPD RIJCOSX def2/J DEFGRID3
* xyz 1 1
S -1.67 0.65 2.87
N -0.61 -0.19 0.36
C 0.56 -1.16 -1.47
C 0.30 0.78 0.48
C -0.54 -1.13 -0.67
C 1.57 -0.17 -1.32
C -1.82 -0.08 1.18
C 1.45 0.82 -0.29
H -2.08 -1.10 1.29
H 0.75 -1.82 -2.20
H -0.03 1.49 1.27
H 2.30 1.52 -0.11
H -2.66 0.56 0.57
H 2.47 -0.18 -1.96
*
```

The LUMO energy (alpha / beta) comes out at -6.41 / -6.58 eV. The value obtained for the energy above the lowest of the compared OMol25 structures with the same formula, charge and spin is 186.8 kJ/mol. The value obtained for the gap between HOMO and LUMO (alpha / beta) is 7.349 / 7.614 eV.



# 5
Entry from the Open Molecules 2025 dataset: a single C6H6O molecule in a non-equilibrium geometry (ωB97M-V/def2-TZVPD).

The geometry in ORCA input format:
```
! wB97M-V def2-TZVPD RIJCOSX def2/J DEFGRID3
* xyz 0 1
O 2.11 -1.01 0.37
C -1.41 -2.05 0.21
C 0.01 0.11 -0.09
C 1.46 0.23 0.39
C -1.52 2.28 0.17
C -0.81 1.32 0.10
C -0.71 -1.08 0.38
H 1.99 0.87 -0.32
H 1.49 0.71 1.38
H 1.66 -1.59 0.99
H 0.04 -0.09 -1.17
H -2.14 3.15 0.19
H -2.04 -2.85 -0.08
*
```

The SMILES is C#CC(C#C)CO. The LUMO energy comes out at 0.80 eV. The value obtained for the energy above the lowest of the compared OMol25 structures with the same formula, charge and spin is 413.5 kJ/mol. The value obtained for the gap between HOMO and LUMO is 10.766 eV.



# 6
Entry from the Open Molecules 2025 dataset: 2 unconnected molecules or ions with the total composition C6H6O (ωB97M-V/def2-TZVPD).

The geometry in ORCA input format:
```
! wB97M-V def2-TZVPD RIJCOSX def2/J DEFGRID3
* xyz 0 1
O -1.82 -1.86 0.20
C -0.77 -1.79 -0.40
C -0.77 0.34 0.93
C 1.64 0.50 0.01
C 2.84 0.59 -0.05
C 0.25 0.54 0.16
C -1.01 1.27 -0.21
H -0.70 -1.41 -1.43
H -1.61 0.99 -1.08
H -1.19 -0.07 1.83
H 3.90 0.73 -0.07
H -1.06 2.32 0.06
H 0.19 -2.13 0.03
*
```

The SMILES is C#CC1=CC1.C=O. The LUMO energy comes out at 0.50 eV. The value obtained for the energy above the lowest of the compared OMol25 structures with the same formula, charge and spin is 547.0 kJ/mol. The value obtained for the gap between HOMO and LUMO is 9.548 eV.



# 7
Entry from the Open Molecules 2025 dataset: a single C6H6O molecule (ωB97M-V/def2-TZVPD).

The geometry in ORCA input format:
```
! wB97M-V def2-TZVPD RIJCOSX def2/J DEFGRID3
* xyz 0 1
O 0.30 0.64 1.80
C -0.03 0.15 -0.50
C -1.83 -0.42 -2.31
C 0.81 -0.81 0.13
C 0.84 -0.50 1.53
C -0.17 1.26 0.47
C -0.98 -0.17 -1.49
H -2.57 -0.63 -3.06
H 0.97 -1.83 -0.22
H 1.27 -1.07 2.34
H -1.18 1.66 0.61
H 1.96 -0.41 0.43
H 0.54 2.10 0.38
*
```

The LUMO energy comes out at 0.39 eV. The value obtained for the energy above the lowest of the compared OMol25 structures with the same formula, charge and spin is 552.8 kJ/mol. The value obtained for the gap between HOMO and LUMO is 6.815 eV.



# 8
Entry from the Open Molecules 2025 dataset: a single C6H6O molecule (ωB97M-V/def2-TZVPD).

The geometry in ORCA input format:
```
! wB97M-V def2-TZVPD RIJCOSX def2/J DEFGRID3
* xyz 0 1
O -1.80 -0.61 -0.23
C 0.43 -0.02 0.06
C -0.53 -1.19 -0.02
C -1.71 0.81 -0.28
C 3.02 -0.34 0.45
C -0.25 1.11 -0.09
C 1.84 -0.18 0.27
H -2.08 1.17 -1.25
H 0.15 2.12 -0.08
H -0.27 -1.87 -0.85
H 4.06 -0.47 0.60
H -2.33 1.25 0.51
H -0.53 -1.78 0.90
*
```

The SMILES is C#CC1=CCOC1. The LUMO energy comes out at 0.97 eV. The value obtained for the energy above the lowest of the compared OMol25 structures with the same formula, charge and spin is 255.3 kJ/mol. The value obtained for the gap between HOMO and LUMO is 9.945 eV.



# 9
Entry from the Open Molecules 2025 dataset: a single C6H6O molecule in a non-equilibrium geometry (ωB97M-V/def2-TZVPD).

The geometry in ORCA input format:
```
! wB97M-V def2-TZVPD RIJCOSX def2/J DEFGRID3
* xyz 0 1
O 1.83 -1.07 0.02
C 1.79 1.26 0.03
C 0.25 1.57 0.09
C 0.48 -0.90 -0.03
C -1.75 -0.09 -0.04
C 2.52 0.06 -0.07
C -0.24 0.23 -0.06
H -0.13 -1.92 -0.05
H -2.08 -0.70 0.71
H 2.33 2.10 -0.04
H 3.63 0.09 -0.20
H -2.41 0.90 0.07
H -1.92 -0.53 -1.05
*
```

The LUMO energy comes out at -0.28 eV. The value obtained for the energy above the lowest of the compared OMol25 structures with the same formula, charge and spin is 484.1 kJ/mol. The value obtained for the gap between HOMO and LUMO is 8.274 eV.



# 10
Entry from the Open Molecules 2025 dataset: a single C6H6O2 molecule in a non-equilibrium geometry (ωB97M-V/def2-TZVPD).

The geometry in ORCA input format:
```
! wB97M-V def2-TZVPD RIJCOSX def2/J DEFGRID3
* xyz 0 1
O 0.26 -1.71 0.34
O -0.36 1.90 0.01
C 3.02 0.07 -0.06
C -1.89 0.18 0.17
C -0.54 0.58 0.50
C 0.41 -0.46 -0.32
C 1.82 -0.05 -0.17
C -2.84 -0.38 -0.29
H 0.55 2.09 -0.10
H -0.67 -1.87 0.41
H 0.08 -0.42 -1.33
H -0.20 0.55 1.55
H 4.06 0.34 -0.04
H -3.72 -0.83 -0.68
*
```

The SMILES is C#C[C@@H](O)[C@@H](O)C#C. The LUMO energy comes out at 0.82 eV. The value obtained for the energy above the lowest of the compared OMol25 structures with the same formula, charge and spin is 374.7 kJ/mol. The value obtained for the gap between HOMO and LUMO is 10.688 eV.



# 11
Entry from the Open Molecules 2025 dataset: a molecular structure, C6H6O2 in a non-equilibrium geometry (ωB97M-V/def2-TZVPD).

The geometry in ORCA input format:
```
! wB97M-V def2-TZVPD RIJCOSX def2/J DEFGRID3
* xyz 0 1
O -0.21 -0.46 3.08
O -0.24 -1.05 -1.44
C -0.90 -0.04 -0.63
C 0.99 -0.55 0.43
C 0.97 -0.32 -0.98
C -0.28 -0.34 0.74
C 0.13 1.00 -1.20
C -0.82 -0.15 2.04
H 0.46 1.79 -0.49
H 1.86 -0.96 1.00
H 1.80 -0.61 -1.64
H -1.79 0.32 2.13
H -0.01 1.44 -2.25
H -1.95 -0.06 -0.78
*
```

The LUMO energy comes out at -0.43 eV. The value obtained for the energy above the lowest of the compared OMol25 structures with the same formula, charge and spin is 281.4 kJ/mol. The value obtained for the gap between HOMO and LUMO is 9.373 eV.



# 12
Entry from the Open Molecules 2025 dataset: a single C6H6O2 molecule in a non-equilibrium geometry (ωB97M-V/def2-TZVPD).

The geometry in ORCA input format:
```
! wB97M-V def2-TZVPD RIJCOSX def2/J DEFGRID3
* xyz 0 1
O 1.53 -1.43 -0.42
O -2.30 -1.27 -0.73
C -0.24 1.58 -0.49
C 0.78 0.73 -1.01
C 0.50 -0.52 -0.37
C -1.16 0.51 0.48
C 0.19 -0.23 0.98
C -1.21 -0.68 -0.64
H 1.07 0.35 1.47
H -0.35 2.67 -0.84
H -2.04 0.77 1.33
H 0.16 -0.98 1.79
H 1.66 0.91 -1.68
H 1.41 -2.41 0.14
*
```

The SMILES is O=C1[C@@H]2C=C[C@@]1(O)C2. The LUMO energy comes out at 0.53 eV. The value obtained for the energy above the lowest of the compared OMol25 structures with the same formula, charge and spin is 525.6 kJ/mol. The value obtained for the gap between HOMO and LUMO is 9.667 eV.



# 13
Entry from the Open Molecules 2025 dataset: a single C6H6O2 molecule in a non-equilibrium geometry (ωB97M-V/def2-TZVPD).

The geometry in ORCA input format:
```
! wB97M-V def2-TZVPD RIJCOSX def2/J DEFGRID3
* xyz 0 1
O -1.10 0.67 -0.70
O -0.78 -0.84 0.81
C -0.05 -1.30 -0.20
C -0.81 0.62 0.66
C 1.50 0.59 0.30
C -0.26 -0.31 -1.32
C 1.09 -0.42 -0.69
C 0.57 1.08 1.09
H -1.60 1.19 1.26
H 0.65 1.60 2.06
H 1.80 -1.04 -1.22
H 2.57 0.78 0.62
H -0.61 -0.43 -2.37
H -0.14 -2.35 -0.27
*
```

The SMILES is C1=C[C@H]2[C@H]3O[C@@H]1O[C@@H]23. The LUMO energy comes out at 0.98 eV. The value obtained for the energy above the lowest of the compared OMol25 structures with the same formula, charge and spin is 203.4 kJ/mol. The value obtained for the gap between HOMO and LUMO is 9.861 eV.



# 14
Entry from the Open Molecules 2025 dataset: a single C6H6O2 molecule in a non-equilibrium geometry (ωB97M-V/def2-TZVPD).

The geometry in ORCA input format:
```
! wB97M-V def2-TZVPD RIJCOSX def2/J DEFGRID3
* xyz 0 1
O -0.55 -1.38 -0.18
O 0.33 0.13 1.26
C -0.03 1.18 0.38
C 1.55 -0.22 -0.61
C -1.41 0.83 -0.11
C 1.02 0.95 -0.71
C 0.72 -0.93 0.43
C -1.48 -0.45 -0.47
H 1.18 1.63 -1.48
H -2.37 1.41 -0.35
H -0.12 2.13 0.91
H 1.22 -1.78 0.96
H 2.10 -0.65 -1.42
H -2.42 -0.93 -0.73
*
```

The SMILES is C1=C[C@@H]2C=C[C@H](O1)O2. The LUMO energy comes out at 1.03 eV. The value obtained for the energy above the lowest of the compared OMol25 structures with the same formula, charge and spin is 186.4 kJ/mol. The value obtained for the gap between HOMO and LUMO is 9.861 eV.



# 15
Entry from the Open Molecules 2025 dataset: a single C6H6O2 molecule in a non-equilibrium geometry (ωB97M-V/def2-TZVPD).

The geometry in ORCA input format:
```
! wB97M-V def2-TZVPD RIJCOSX def2/J DEFGRID3
* xyz 0 1
O 1.42 1.50 0.18
O -0.30 -1.40 -0.22
C 0.81 -0.55 0.02
C -0.96 1.32 -0.30
C -1.95 0.57 0.04
C -1.59 -1.03 0.19
C 2.16 -0.87 0.09
C 0.46 0.75 -0.01
H -3.03 0.87 0.31
H -2.13 -1.64 -0.48
H 2.32 -1.84 -0.37
H -1.03 2.48 -0.28
H 3.23 -0.30 -0.16
H -1.94 -1.53 1.11
*
```

The SMILES is C=C1OCC=CC1=O. The LUMO energy comes out at -0.30 eV. The value obtained for the energy above the lowest of the compared OMol25 structures with the same formula, charge and spin is 368.6 kJ/mol. The value obtained for the gap between HOMO and LUMO is 8.964 eV.



# 16
Entry from the Open Molecules 2025 dataset: a single C6H6O2 molecule in a non-equilibrium geometry (ωB97M-V/def2-TZVPD).

The geometry in ORCA input format:
```
! wB97M-V def2-TZVPD RIJCOSX def2/J DEFGRID3
* xyz 0 1
O 0.37 1.47 -0.21
O 3.21 -0.55 0.09
C -1.95 0.47 -0.18
C -0.46 0.20 -0.16
C -2.77 -0.48 0.16
C 1.89 -0.07 0.00
C 1.70 1.32 0.12
C 0.55 -0.67 -0.29
H -2.62 -1.71 0.13
H -3.83 -0.25 0.45
H 0.43 -1.64 -0.27
H 3.32 -1.66 -0.31
H 2.38 2.10 0.29
H -2.21 1.48 0.17
*
```

The SMILES is C=Cc1cc(O)co1. The LUMO energy comes out at 0.49 eV. The value obtained for the energy above the lowest of the compared OMol25 structures with the same formula, charge and spin is 403.2 kJ/mol. The value obtained for the gap between HOMO and LUMO is 8.403 eV.



# 17
Entry from the Open Molecules 2025 dataset: a single C6H6O3 molecule in a non-equilibrium geometry (ωB97M-V/def2-TZVPD).

The geometry in ORCA input format:
```
! wB97M-V def2-TZVPD RIJCOSX def2/J DEFGRID3
* xyz 0 1
O -2.41 -1.79 0.20
O -0.20 -1.39 0.64
O 1.79 -1.71 1.72
C 1.16 -0.85 0.92
C -0.42 1.21 -0.86
C 1.59 0.31 0.44
C -1.45 -0.90 -0.01
C -1.51 0.26 -0.65
C 0.85 1.22 -0.42
H 1.20 -2.45 1.90
H 1.45 2.06 -0.75
H 2.59 0.60 0.70
H -2.02 -2.57 0.61
H -2.46 0.53 -1.08
H -0.72 2.03 -1.50
*
```

The SMILES is OC1=CC=CC=C(O)O1. The LUMO energy comes out at 0.45 eV. The value obtained for the energy above the lowest of the compared OMol25 structures with the same formula, charge and spin is 181.2 kJ/mol. The value obtained for the gap between HOMO and LUMO is 7.788 eV.